# 1
The following is a quantum chemistry calculation of a single C2H10Si3 molecule, from the OMol25 dataset.

Geometry as ORCA input:
```
! wB97M-V def2-TZVPD RIJCOSX def2/J DEFGRID3
* xyz 0 1
C -1.5037 1.3697 0.6150
C -2.0336 -1.2095 -0.9745
Si 1.4042 -0.4537 0.6971
Si 3.4369 -0.0989 -0.2441
Si -0.9032 -0.5044 0.5090
H -2.3138 1.6518 1.2200
H -0.5433 1.7167 1.0761
H -1.6965 1.8763 -0.3852
H -2.0785 -2.3062 -0.8719
H -3.0795 -0.7763 -1.2280
H -1.3658 -1.0109 -1.8047
H 1.4216 -1.3471 1.8315
H 1.2897 0.9424 1.5208
H 4.0220 1.2079 -0.6335
H 3.9434 -1.0577 -1.3276
*
```

Properties
ΔE to the lowest compared entry with this formula, charge and spin = 0.6 kcal per mole
E_tot = -25864.321 eV
E_HOMO (alpha / beta) = -7.4 / -7.7 eV


# 2
The following is a quantum chemistry calculation of a molecular structure, C18H23N3O3TeTi, from the OMol25 dataset.

Geometry as ORCA input:
```
! wB97M-V def2-TZVPD RIJCOSX def2/J DEFGRID3
* xyz 3 2
Ti 0.5758 0.2506 -1.0017
C -0.8679 4.0994 -1.8810
C -0.9558 2.6235 -1.9235
O 0.0498 1.9002 -1.5831
N -2.0603 2.0254 -2.3038
C -2.1866 0.5656 -2.3894
C -1.2130 -0.0339 -3.3880
C -1.5378 -0.1724 -4.7223
C -0.5973 -0.7025 -5.5986
C 0.6444 -1.0760 -5.1078
C 0.9062 -0.8965 -3.7635
N -0.0020 -0.3906 -2.9099
H -0.5112 4.4132 -0.8978
H -1.8159 4.5858 -2.0962
H -0.1204 4.4389 -2.6030
H -2.8524 2.5958 -2.5684
H -3.2088 0.3345 -2.6750
H -2.0188 0.1221 -1.3987
H -2.5160 0.1225 -5.0798
H -0.8354 -0.8202 -6.6476
H 1.3967 -1.4999 -5.7578
H 1.8708 -1.1575 -3.3474
N 3.4491 -2.9042 0.5833
C 1.9718 -2.7728 0.7618
C 1.4190 -1.6937 -0.1389
O 2.1940 -0.8826 -0.7326
O 0.1750 -1.4902 -0.2501
H 3.8717 -3.4624 1.3314
H 3.8943 -1.9809 0.5703
H 3.6846 -3.3617 -0.3020
H 1.7420 -2.5056 1.7956
H 1.4741 -3.7198 0.5514
C 1.5770 0.8776 3.1016
Te 0.7549 1.8088 1.3308
C -1.1056 0.8158 1.9014
C -0.8660 0.2754 3.2925
C -1.9387 -0.2444 4.0122
C -1.7496 -0.6929 5.3086
C -0.4931 -0.6171 5.8944
C 0.5786 -0.1040 5.1822
C 0.3992 0.3326 3.8720
H 2.1081 1.6509 3.6536
H 2.2958 0.1080 2.8218
H -1.3596 0.0181 1.2015
H -1.9084 1.5514 1.8998
H -2.9249 -0.2810 3.5651
H -2.5899 -1.0805 5.8685
H -0.3492 -0.9440 6.9153
H 1.5515 -0.0287 5.6528
*
```

Properties
ΔE to the lowest compared entry with this formula, charge and spin = 15.2 kcal per mole
E_tot = -60037.242 eV
<S²> = 0.75
E_HOMO (alpha / beta) = -16.4 / -16.4 eV


# 3
The following is a quantum chemistry calculation of 2 unconnected molecules or ions with the total composition C7H14BrIN4O2S, from the OMol25 dataset.

Geometry as ORCA input:
```
! wB97M-V def2-TZVPD RIJCOSX def2/J DEFGRID3
* xyz 0 1
C -1.6590 -1.6126 3.7502
N -1.4794 -1.9095 2.3392
C -1.1877 -1.0155 1.4061
N -1.0037 -1.3714 0.1239
C -0.6900 -0.2546 -0.5126
C -0.3457 -0.2614 -1.9438
C 0.8776 -1.1628 -2.1435
C 2.1517 -0.6736 -1.5088
I 2.5475 -1.4067 0.5060
N -0.7019 0.7995 0.3349
S -0.4066 2.4637 0.1168
C 1.1846 2.6436 -0.6369
O -0.3606 2.9467 1.4630
O -1.4067 3.0569 -0.6946
N -1.0273 0.3028 1.5757
H -1.0202 -2.2250 4.3724
H -1.3862 -0.5856 3.9569
H -2.7034 -1.7383 4.0135
H -1.5586 -2.8597 2.0277
H -1.1446 -0.6860 -2.5414
H -0.1602 0.7367 -2.3277
H 0.6518 -2.1839 -1.8599
H 1.0665 -1.0963 -3.2632
H 2.2535 0.3993 -1.5278
H 2.9813 -1.0623 -2.0831
H 1.1616 2.2017 -1.6244
H 1.8801 2.0905 -0.0144
H 1.3922 3.7041 -0.6445
H -1.0743 0.8752 2.4008
Br 1.1677 -0.1153 -5.0604
*
```

Properties
E_tot = -106517.915 eV
E_HOMO = -6.8 eV


# 4
The following is a quantum chemistry calculation of a molecular structure, C5H10N3O2S, from the OMol25 dataset.

Geometry as ORCA input:
```
! wB97M-V def2-TZVPD RIJCOSX def2/J DEFGRID3
* xyz 1 3
C 2.4125 0.6509 1.4071
C 2.0251 1.5244 0.3589
C 0.3609 0.2437 0.9473
C -2.8644 -1.8764 -1.4069
C -1.2476 -0.8452 0.7846
N 1.3522 -0.1653 1.6604
N 0.7262 1.2379 0.1483
N 2.6917 2.5589 -0.3162
O -2.0292 0.7107 -1.0797
O -0.3244 -0.9105 -1.7290
S -1.5621 -0.6237 -1.0162
H 3.2952 0.5212 2.0027
H -3.3305 -2.0163 -0.4641
H -3.4426 -1.7464 -2.3119
H -2.4985 -2.8469 -1.6915
H -2.1226 -0.5391 1.2360
H -0.8761 -1.7746 1.2443
H 1.1779 -1.0337 2.2113
H 0.0340 1.6774 -0.4961
H 3.7123 2.6798 -0.1948
H 2.5100 2.5732 -1.2945
*
```

Properties
ΔE to the lowest compared entry with this formula, charge and spin = 55.4 kcal per mole
E_tot = -24734.688 eV
<S²> = 2.01
E_HOMO (alpha / beta) = -9.0 / -14.1 eV


# 5
The following is a quantum chemistry calculation of 2 unconnected molecules or ions with the total composition C3H10NO, from the OMol25 dataset.

Geometry as ORCA input:
```
! wB97M-V def2-TZVPD RIJCOSX def2/J DEFGRID3
* xyz 1 1
C 1.3631 -1.9017 0.9362
O -0.0206 -1.4628 1.0549
H 1.5026 -2.9801 0.9344
H 1.8588 -1.4701 1.8009
H 1.7795 -1.5441 -0.0047
H -0.5169 -2.2685 1.2525
C -1.1580 1.8374 0.1864
C -0.2066 0.8703 -1.7952
N -0.3486 0.7906 -0.5417
H -0.4494 2.5340 0.6184
H -1.7386 2.3301 -0.5766
H -1.7955 1.3179 0.8885
H -0.6877 1.6899 -2.3135
H 0.4182 0.2722 -2.4391
H -0.0005 -0.0152 -0.0014
*
```

Properties
ΔE to the lowest compared entry with this formula, charge and spin = 29.9 kcal per mole
E_tot = -6803.015 eV
E_HOMO = -15.0 eV


# 6
The following is a quantum chemistry calculation of a single C4H6INO molecule, from the OMol25 dataset.

Geometry as ORCA input:
```
! wB97M-V def2-TZVPD RIJCOSX def2/J DEFGRID3
* xyz 0 1
C 2.6357 0.7064 0.2006
C -1.1323 0.2693 0.2813
C 1.3609 0.4503 0.3060
C -1.4981 -1.2180 0.1895
N 0.1867 0.3213 0.6467
O -1.5602 1.0563 -0.8483
I -0.5686 0.6653 -2.6429
H 3.1950 1.3611 0.8435
H 3.4262 0.2654 -0.4632
H -1.5122 0.8529 1.2272
H -2.5374 -1.4987 -0.1945
H -0.7405 -1.6603 -0.6548
H -1.2554 -1.5713 1.1089
*
```

Properties
ΔE to the lowest compared entry with this formula, charge and spin = 99.1 kcal per mole
E_tot = -15879.521 eV
E_HOMO = -8.5 eV


# 7
The following is a quantum chemistry calculation of a single C22H29ClN6O2 molecule, from the OMol25 dataset.

Geometry as ORCA input:
```
! wB97M-V def2-TZVPD RIJCOSX def2/J DEFGRID3
* xyz 0 1
C 0.6825 5.2992 0.3736
C 0.3103 3.8797 -0.0344
C 1.5282 3.1055 -0.5338
C 1.1608 1.7241 -1.0869
N 0.5630 0.8767 -0.0852
C 1.1437 0.1767 0.9168
N 0.2524 -0.3785 1.7244
C -0.9519 -0.0292 1.2266
C -0.7983 0.7602 0.0991
C -1.9127 1.2436 -0.6548
O -1.8753 1.8968 -1.6839
N -3.1190 0.8844 -0.0543
C -3.3054 0.1448 1.1072
O -4.4114 -0.0519 1.5571
N -2.1741 -0.3376 1.7297
C -2.3156 -1.1775 2.8985
H -1.3720 -1.1658 3.4378
H -3.1243 -0.7892 3.5161
H -2.5641 -2.1977 2.6005
C -4.3470 1.3093 -0.7049
H -4.0733 1.7880 -1.6422
H -4.9831 0.4434 -0.8840
H -4.8853 2.0086 -0.0651
C 2.6213 0.0541 1.1548
N 3.2750 -1.1794 0.7710
C 2.8925 -2.3738 1.4875
C 1.5765 -3.0171 0.9859
N 1.4138 -2.7456 -0.4264
C 0.2227 -2.3327 -0.9604
C -0.9841 -2.7261 -0.3645
C -2.1897 -2.3355 -0.9104
C -2.2574 -1.5555 -2.0524
C -1.0679 -1.1722 -2.6479
C 0.1502 -1.5451 -2.1185
H 1.0499 -1.2060 -2.6072
H -1.0957 -0.5549 -3.5328
H -3.2075 -1.2612 -2.4657
Cl -3.6588 -2.8466 -0.1427
H -0.9804 -3.3592 0.5072
C 2.6678 -2.6533 -1.1258
H 3.2375 -3.5627 -0.9012
C 3.4594 -1.4206 -0.6531
H 3.1471 -0.5400 -1.2160
H 4.5299 -1.5794 -0.8444
H 2.5045 -2.6258 -2.2023
H 1.6026 -4.1000 1.1735
H 0.7416 -2.5796 1.5323
H 2.7910 -2.1257 2.5440
H 3.7204 -3.0827 1.3824
H 2.7770 0.1655 2.2329
H 3.1433 0.8691 0.6481
H 0.4225 1.8363 -1.8839
H 2.0520 1.2377 -1.4915
H 2.0071 3.6675 -1.3381
H 2.2507 3.0018 0.2801
H -0.1250 3.3618 0.8237
H -0.4437 3.9078 -0.8227
H 1.0900 5.8457 -0.4740
H -0.1929 5.8321 0.7355
H 1.4291 5.2878 1.1654
*
```

Properties
ΔE to the lowest compared entry with this formula, charge and spin = 7.9 kcal per mole
E_tot = -48844.894 eV
E_HOMO = -7.7 eV


# 8
The following is a quantum chemistry calculation of 2 unconnected molecules or ions with the total composition C3H10NO2, from the OMol25 dataset.

Geometry as ORCA input:
```
! wB97M-V def2-TZVPD RIJCOSX def2/J DEFGRID3
* xyz 1 1
C 1.7415 -0.2061 0.3156
O 1.8852 -1.3220 1.1167
C 0.1726 -0.1753 -0.0313
C -0.0770 0.8849 -0.9391
O -2.7236 0.0132 -0.7831
N -0.5498 -0.2022 1.1977
H 1.9584 0.7284 0.8305
H 2.3027 -0.3530 -0.6055
H 2.7175 -1.2305 1.5989
H -0.0557 -1.1456 -0.5198
H 0.5069 0.9591 -1.8543
H -0.4813 1.8442 -0.6116
H -1.8586 0.2756 -1.1052
H -1.0000 -1.0805 1.4014
H -1.1235 0.6210 1.3035
H -3.4154 0.3890 -1.3144
*
```

Properties
ΔE to the lowest compared entry with this formula, charge and spin = 113.4 kcal per mole
E_tot = -8847.423 eV
E_HOMO = -14.6 eV